97
Properties=species:S:1:pos:R:3:lowdin_charge:R:1 method="wB97M-V/def2-TZVPD" energy_ev=-51898.153 total_charge=-1 e_homo_ha=-0.051 gap_ev=3.561
O 3.974 2.112 -0.935 -0.250
N 3.600 2.507 -2.337 -0.210
C 2.804 3.656 -2.150 -0.412
C 1.491 3.538 -1.306 -0.115
C 0.580 2.401 -1.646 -0.592
F 0.095 2.472 -2.920 0.091
F 1.056 1.155 -1.487 0.113
F -0.542 2.421 -0.835 0.047
H 3.817 1.160 -0.962 0.018
H 2.518 3.984 -3.164 0.087
H 3.317 4.541 -1.672 0.080
H 1.686 3.496 -0.227 0.107
H 0.888 4.443 -1.497 0.112
C -0.540 3.581 2.856 -0.056
C -0.084 5.032 2.837 -0.503
C -1.264 5.993 2.840 -0.060
O 0.769 5.273 1.724 -0.054
H -1.130 3.356 1.962 0.075
H 0.323 2.914 2.858 0.082
H -1.152 3.372 3.736 0.074
H 0.535 5.223 3.715 0.112
H -1.878 5.838 1.947 0.080
H -0.914 7.026 2.834 0.074
H -1.893 5.841 3.718 0.075
H 0.269 5.087 0.920 0.071
C -3.187 0.685 -0.622 -0.071
C -4.280 1.740 -0.614 -0.498
C -5.373 1.417 -1.622 -0.062
O -3.742 3.040 -0.836 -0.052
H -2.717 0.634 -1.608 0.095
H -2.407 0.931 0.096 0.069
H -3.592 -0.302 -0.384 0.060
H -4.723 1.801 0.384 0.130
H -4.954 1.394 -2.633 0.081
H -6.155 2.177 -1.598 0.074
H -5.820 0.443 -1.418 0.073
H -3.244 3.024 -1.661 0.085
C 1.270 -1.861 -3.686 -0.055
C 2.673 -1.319 -3.916 -0.489
C 3.317 -1.921 -5.156 -0.059
O 3.489 -1.569 -2.775 -0.049
H 1.309 -2.945 -3.528 0.072
H 0.839 -1.402 -2.797 0.055
H 0.613 -1.662 -4.535 0.078
H 2.630 -0.233 -4.011 0.135
H 3.408 -3.006 -5.038 0.055
H 4.317 -1.511 -5.301 0.080
H 2.724 -1.725 -6.052 0.076
H 3.541 -2.526 -2.666 0.076
C 3.065 5.045 6.098 -0.057
C 1.795 5.061 6.935 -0.505
C 1.996 4.402 8.291 -0.067
O 0.718 4.452 6.228 -0.060
H 3.378 4.015 5.906 0.084
H 2.897 5.528 5.136 0.079
H 3.881 5.558 6.609 0.078
H 1.474 6.094 7.082 0.136
H 2.279 3.353 8.161 0.080
H 1.074 4.433 8.872 0.075
H 2.784 4.898 8.858 0.076
H 0.957 3.535 6.051 0.090
C 3.066 -7.253 -6.017 -0.064
C 3.787 -6.189 -5.204 -0.509
C 5.210 -6.599 -4.860 -0.061
O 3.053 -5.870 -4.023 -0.059
H 2.998 -8.183 -5.446 0.079
H 2.054 -6.928 -6.256 0.079
H 3.595 -7.464 -6.948 0.078
H 3.810 -5.257 -5.771 0.126
H 5.205 -7.511 -4.255 0.079
H 5.704 -5.816 -4.286 0.081
H 5.794 -6.793 -5.761 0.078
H 3.006 -6.663 -3.478 0.084
C -4.612 -3.779 2.381 -0.064
C -4.696 -2.412 1.719 -0.507
C -5.240 -1.351 2.661 -0.043
O -5.474 -2.476 0.523 -0.053
H -5.608 -4.113 2.686 0.084
H -4.209 -4.516 1.685 0.080
H -3.978 -3.749 3.268 0.089
H -3.701 -2.111 1.385 0.104
H -6.256 -1.610 2.975 0.080
H -5.277 -0.383 2.161 0.072
H -4.619 -1.258 3.553 0.085
H -6.370 -2.731 0.769 0.084
C -1.185 -1.848 -0.086 -0.053
C -0.799 -3.017 0.800 -0.470
C -0.449 -4.252 -0.015 -0.056
O -1.839 -3.316 1.740 -0.078
H -2.076 -2.097 -0.673 0.086
H -1.411 -0.965 0.512 0.070
H -0.381 -1.594 -0.776 0.075
H 0.059 -2.738 1.414 0.141
H -1.313 -4.568 -0.609 0.082
H -0.167 -5.078 0.639 0.075
H 0.375 -4.048 -0.700 0.076
H -2.619 -3.563 1.231 0.035